Entry 1:
{
  "formula": "C27H33N3O3",
  "method": "ωB97M-V with the def2-TZVPD basis set",
  "de_lowest_ev": 0.032,
  "lumo_energy_ev": 0.432,
  "e_homo_ev": -8.1,
  "symbols": ["O", "O", "O", "N", "N", "N", "C", "C", "C", "C", "C", "C", "C", "C", "C", "C", "C", "C", "C", "C", "C", "C", "C", "C", "C", "C", "C", "C", "C", "C", "C", "C", "C", "H", "H", "H", "H", "H", "H", "H", "H", "H", "H", "H", "H", "H", "H", "H", "H", "H", "H", "H", "H", "H", "H", "H", "H", "H", "H", "H", "H", "H", "H", "H", "H", "H"],
  "positions_angstrom": [[-3.00, -0.13, -2.11], [1.04, -3.67, -0.02], [4.57, 1.19, -0.47], [-3.55, 0.02, 0.94], [-4.35, -1.02, 0.76], [1.48, 3.80, 0.51], [-2.87, -1.48, 2.38], [-0.90, -2.55, -0.97], [3.39, -0.84, -0.25], [-2.85, -0.76, -3.36], [2.32, 1.44, 0.28], [1.12, 3.53, 1.89], [-3.95, -1.94, 1.62], [-3.71, 1.22, 0.16], [2.14, -2.90, -0.16], [-0.46, 2.93, -0.87], [-2.12, 0.84, -1.75], [-1.62, 2.60, -0.18], [2.18, -1.51, -0.11], [4.56, -1.56, -0.46], [-0.96, 1.15, -2.44], [4.53, -2.94, -0.52], [-1.06, -4.24, 0.88], [-2.63, -0.21, 1.90], [3.52, 0.64, -0.18], [-2.45, 1.57, -0.59], [2.56, 2.95, 0.05], [2.06, 1.22, 1.77], [-0.14, 2.18, -2.00], [-0.23, -3.11, 0.28], [3.33, -3.61, -0.37], [0.85, 2.05, 2.19], [0.42, 4.08, -0.43], [-0.29, -1.77, -1.42], [3.46, 3.23, 0.60], [-3.70, -1.42, -3.46], [0.89, 4.52, -1.31], [0.75, 2.42, -2.56], [5.44, -3.50, -0.68], [-0.03, 1.72, 1.64], [-1.87, -2.13, -0.72], [-3.99, 2.05, 0.82], [-4.46, -2.88, 1.67], [3.28, -4.69, -0.41], [-1.93, -1.35, -3.41], [-2.06, -3.88, 1.13], [-1.91, 0.53, 2.19], [0.66, 1.93, 3.26], [-0.22, 4.84, 0.03], [-1.04, -3.35, -1.69], [-0.68, 0.61, -3.33], [-2.34, -2.00, 3.15], [1.88, 0.16, 1.98], [1.26, -0.96, 0.03], [0.25, 4.14, 2.14], [-1.90, 3.18, 0.69], [-0.59, -4.62, 1.78], [-1.14, -5.05, 0.17], [-2.85, -0.03, -4.18], [2.94, 1.53, 2.34], [5.49, -1.02, -0.56], [1.44, 1.13, -0.29], [2.74, 3.14, -1.01], [-0.12, -2.31, 1.03], [1.96, 3.86, 2.51], [-4.52, 1.02, -0.54]]
}

Entry 2:
{
  "formula": "C27H33N3O7S",
  "method": "ωB97M-V with the def2-TZVPD basis set",
  "lumo_energy_ev": -0.107,
  "e_homo_ev": -8.2,
  "symbols": ["S", "O", "O", "O", "O", "O", "O", "O", "N", "N", "N", "C", "C", "C", "C", "C", "C", "C", "C", "C", "C", "C", "C", "C", "C", "C", "C", "C", "C", "C", "C", "C", "C", "C", "C", "C", "C", "C", "H", "H", "H", "H", "H", "H", "H", "H", "H", "H", "H", "H", "H", "H", "H", "H", "H", "H", "H", "H", "H", "H", "H", "H", "H", "H", "H", "H", "H", "H", "H", "H", "H"],
  "positions_angstrom": [[-4.43, 0.62, -1.43], [2.17, 0.52, 1.66], [-5.27, 1.63, -0.87], [-3.96, -2.73, 1.45], [-4.75, 0.09, -2.73], [-0.59, -0.11, 1.46], [0.46, -1.03, -2.74], [4.31, 0.17, -1.54], [3.10, -1.50, -2.48], [-4.42, -0.66, -0.37], [1.15, 2.67, -1.14], [-4.40, -3.01, 0.14], [3.96, -2.57, -2.05], [2.02, 0.58, -1.94], [0.90, -2.94, -0.26], [0.00, -2.10, 0.37], [-3.99, -0.35, 0.98], [-1.23, 3.00, -0.80], [-2.51, 2.50, -0.87], [-1.71, 0.49, -1.89], [0.41, -0.94, 1.00], [3.25, -3.47, -1.00], [3.25, -0.26, -1.98], [-2.75, 1.25, -1.42], [1.44, 4.01, -0.67], [-3.92, -1.93, -0.84], [-0.15, 2.22, -1.24], [3.56, 0.82, 1.74], [-0.39, 0.95, -1.79], [2.69, -1.55, 0.51], [2.16, 1.84, -1.45], [-0.34, 2.04, 2.56], [0.69, 0.06, -2.22], [1.79, -0.65, 1.08], [2.26, -2.67, -0.20], [-0.45, 0.53, 2.72], [3.69, 2.20, 2.38], [-4.45, -1.49, 1.89], [1.11, 4.13, 0.37], [3.21, 2.95, 1.76], [2.51, 4.19, -0.72], [0.41, 0.14, 3.26], [-5.49, -3.07, 0.11], [0.54, -3.80, -0.80], [-3.36, 3.07, -0.51], [3.23, 2.21, 3.36], [2.15, -1.75, -2.77], [-1.36, 0.29, 3.28], [3.74, -1.36, 0.57], [2.72, -4.27, -1.52], [-2.90, -0.26, 1.03], [4.07, 0.07, 2.36], [3.17, 2.21, -1.28], [-5.55, -1.51, 1.92], [4.01, 0.82, 0.74], [-4.46, 0.59, 1.26], [-3.97, -3.98, -0.13], [-1.18, 2.42, 1.98], [0.58, 2.28, 2.04], [4.00, -3.92, -0.36], [0.93, 4.75, -1.29], [4.85, -2.10, -1.61], [4.27, -3.17, -2.91], [-1.87, -0.47, -2.36], [-1.07, 3.98, -0.38], [-4.32, -2.09, -1.84], [-4.06, -1.35, 2.90], [4.74, 2.45, 2.48], [-2.82, -1.93, -0.87], [-0.33, 2.52, 3.53], [-1.06, -2.31, 0.36]]
}

Entry 3:
{
  "formula": "C27H34AsIN7NiO2S",
  "method": "ωB97M-V with the def2-TZVPD basis set",
  "charge": 1,
  "de_lowest_ev": 0.000,
  "lumo_energy_ev": [-3.855, -3.817],
  "e_homo_ev": [-11.0, -11.0],
  "symbols": ["I", "As", "Ni", "S", "O", "O", "N", "N", "N", "N", "N", "N", "N", "C", "C", "C", "C", "C", "C", "C", "C", "C", "C", "C", "C", "C", "C", "C", "C", "C", "C", "C", "C", "C", "C", "C", "C", "C", "C", "C", "H", "H", "H", "H", "H", "H", "H", "H", "H", "H", "H", "H", "H", "H", "H", "H", "H", "H", "H", "H", "H", "H", "H", "H", "H", "H", "H", "H", "H", "H", "H", "H", "H", "H"],
  "positions_angstrom": [[1.73, 6.61, 1.73], [-1.14, 0.67, -2.53], [0.33, -0.27, -0.60], [-1.58, -0.48, 0.78], [1.89, 0.34, -1.52], [3.45, 1.40, -2.69], [-3.31, -3.38, 2.38], [-1.11, -4.08, 1.99], [1.33, 0.43, 1.52], [-1.65, 0.40, 3.33], [-0.86, 0.97, 4.26], [1.19, -2.20, 0.02], [0.31, 0.55, 2.45], [1.16, 2.80, -0.29], [1.61, -4.42, 2.98], [2.46, -4.10, -0.66], [-1.82, -3.66, 4.20], [1.71, -3.94, 1.60], [-2.32, -3.78, 1.59], [-4.10, 0.48, -3.14], [1.84, -2.89, -0.92], [-0.83, -4.02, 3.29], [2.00, 4.89, 0.53], [1.51, 1.67, 4.36], [3.17, 4.72, -0.19], [0.51, -4.39, 3.74], [-1.59, 2.61, -2.66], [-0.51, 0.24, -4.36], [-3.06, -3.32, 3.67], [2.41, -4.64, 0.62], [0.99, 3.93, 0.48], [-2.93, -0.21, -2.44], [2.59, 1.34, -1.84], [-1.32, 0.83, -5.51], [0.32, 1.07, 3.74], [-0.45, 3.49, -3.15], [2.35, 2.60, -0.99], [1.14, -2.72, 1.24], [-0.98, 0.15, 2.19], [3.35, 3.57, -0.94], [-3.17, -0.34, -1.38], [-4.99, -0.15, -3.06], [-1.91, 2.94, -1.66], [-2.53, -3.88, 0.54], [1.97, -0.34, 1.76], [4.27, 3.40, -1.48], [1.26, 2.03, 5.36], [-0.78, 0.71, -6.45], [-0.80, 4.51, -3.31], [2.88, -5.58, 0.85], [2.99, -4.62, -1.45], [-2.63, 0.23, 3.50], [0.61, -2.16, 2.00], [-0.49, -0.85, -4.44], [0.35, 2.07, -0.37], [-2.28, 0.33, -5.62], [1.89, -2.45, -1.90], [0.07, 4.08, 1.03], [-2.45, 2.72, -3.33], [0.57, -4.70, 4.77], [-2.78, -1.21, -2.86], [-1.50, 1.90, -5.37], [-3.90, 0.64, -4.20], [0.53, 0.58, -4.41], [2.53, -4.80, 3.41], [3.94, 5.48, -0.18], [2.32, 0.95, 4.44], [-4.33, 1.43, -2.67], [1.86, 1.30, 1.44], [-0.04, 3.13, -4.10], [-3.88, -3.00, 4.30], [0.37, 3.53, -2.44], [1.86, 2.52, 3.78], [-1.64, -3.64, 5.27]]
}

Entry 4:
{
  "formula": "C27H34Cl2F2N2O6S4",
  "method": "ωB97M-V with the def2-TZVPD basis set",
  "lumo_energy_ev": -1.944,
  "e_homo_ev": -8.7,
  "symbols": ["Cl", "Cl", "S", "S", "S", "S", "F", "F", "O", "O", "O", "O", "O", "O", "N", "N", "C", "C", "C", "C", "C", "C", "C", "C", "C", "C", "C", "C", "C", "C", "C", "C", "C", "C", "C", "C", "C", "C", "C", "C", "C", "C", "C", "H", "H", "H", "H", "H", "H", "H", "H", "H", "H", "H", "H", "H", "H", "H", "H", "H", "H", "H", "H", "H", "H", "H", "H", "H", "H", "H", "H", "H", "H", "H", "H", "H", "H"],
  "positions_angstrom": [[-0.27, -3.51, 4.17], [0.22, -3.96, -0.39], [2.13, -0.83, -0.04], [-2.10, -0.50, 4.37], [-1.14, 0.99, -4.87], [-3.84, -1.43, 0.26], [0.01, 1.42, 5.85], [-3.52, -2.81, 1.29], [2.65, -0.78, -3.32], [-0.38, 2.36, -4.79], [-2.53, 1.29, -5.45], [2.96, 2.27, 4.83], [-4.16, -0.25, 1.25], [-5.11, -1.81, -0.54], [-0.72, -1.70, 1.34], [-3.79, 0.07, -2.94], [2.56, 0.81, 2.58], [0.68, -5.57, 2.23], [2.06, 1.39, 4.07], [-6.06, 2.43, 0.96], [-0.39, -0.13, 3.63], [5.53, -1.82, -2.41], [-0.85, -1.10, -0.07], [4.02, 1.28, 2.01], [3.13, 1.83, 6.23], [-1.12, 0.25, -3.15], [1.81, 0.45, -3.20], [-5.01, 2.50, -0.33], [-2.47, -0.20, -2.28], [0.08, -4.02, 2.43], [-5.54, 1.56, -1.59], [3.87, -0.31, -4.02], [-0.17, -3.10, 1.25], [5.14, -1.33, -3.93], [-4.33, 1.45, -2.69], [-2.37, -0.90, -0.76], [0.47, -0.60, -0.96], [0.40, 0.04, -2.47], [0.55, 0.91, 4.54], [0.12, -0.76, 2.16], [1.63, -0.20, 1.69], [2.47, 3.05, 7.17], [-0.21, -0.04, -6.16], [0.68, 0.58, -6.66], [1.70, 0.86, -4.29], [4.67, -2.48, -1.96], [6.50, -2.51, -2.47], [-7.04, 3.08, 0.77], [6.10, -0.75, -4.35], [-3.07, 0.29, 3.69], [-6.39, 1.29, 1.06], [0.20, -1.06, -5.75], [4.86, 0.71, 2.64], [1.75, -5.45, 1.71], [2.55, 0.83, 6.49], [-6.43, 2.17, -2.09], [0.77, -6.15, 3.24], [-6.00, 0.54, -1.26], [2.32, 4.04, 6.56], [4.23, 2.43, 2.21], [5.03, -2.28, -4.62], [4.21, 0.74, -3.59], [5.84, -0.89, -1.76], [-3.43, 2.11, -2.28], [-4.66, 1.99, -3.70], [4.25, 1.69, 6.54], [-4.50, -0.69, -2.81], [2.36, 1.21, -2.47], [-0.95, -0.29, -7.06], [0.02, -6.14, 1.45], [-3.93, 2.21, 0.05], [1.43, 2.73, 7.63], [3.58, -0.19, -5.16], [-5.53, 2.78, 1.97], [4.20, 0.98, 0.89], [3.18, 3.28, 8.09], [-4.92, 3.64, -0.68]]
}